## A
Computed, not measured: 2 unconnected molecules or ions with the total composition C5H14, with the ωB97M-V functional and the def2-TZVPD basis.

Last column: Mulliken charge in e.
Positions of all 19 atoms, in Å:
C  0.437  -0.048  -2.369  -0.3582
C  -0.053  -0.728  -1.088  -0.8719
C  0.422  1.477  -2.556  -1.1215
H  -0.089  -0.386  -3.314  0.2486
H  1.452  -0.423  -2.545  0.3025
H  0.827  -0.578  -0.435  0.1972
H  -0.871  -0.175  -0.630  0.3668
H  0.877  2.170  -1.847  0.3099
H  -0.629  1.703  -2.735  0.2897
H  -0.134  -1.788  -1.266  0.2974
H  0.790  1.883  -3.538  0.3268
C  -0.680  0.146  3.264  -0.8612
C  -0.188  -0.944  2.361  -0.7891
H  -1.492  0.610  2.686  0.2344
H  -0.906  0.076  4.299  0.3416
H  0.082  0.967  3.326  0.2375
H  -0.008  -1.928  2.856  0.3471
H  -0.706  -1.250  1.475  0.2713
H  0.870  -0.783  2.055  0.2309

LUMO = 1.069 eV
SMILES string = CCC.CC
Charge = 0

## B
Computed, not measured: 2 unconnected molecules or ions with the total composition C5H14, with the ωB97M-V functional and the def2-TZVPD basis.

Last column: Mulliken charge in e.
Positions of all 19 atoms, in Å:
C  -0.531  -0.890  2.191  -0.3196
C  -0.876  0.525  1.956  -0.7791
C  0.758  -1.107  1.603  -0.4033
H  -0.555  -1.362  3.216  0.2750
H  -1.130  -1.655  1.812  0.2971
H  -2.021  0.770  2.257  0.2410
H  1.546  -0.532  2.101  0.2906
H  -0.681  0.640  0.832  0.1337
H  -0.401  1.154  2.615  0.3260
H  0.865  -2.211  1.525  0.3225
H  0.759  -0.598  0.618  -0.3054
C  0.431  0.002  -2.485  -0.4461
C  0.184  1.413  -3.047  -0.9334
H  1.415  -0.340  -2.845  0.3267
H  0.560  0.069  -1.333  -0.1628
H  -0.374  -0.759  -2.746  0.2568
H  -0.864  1.494  -2.626  0.2127
H  0.247  1.539  -4.067  0.3626
H  0.842  2.139  -2.669  0.3051

LUMO = 1.083 eV
SMILES string = CCC.CC
Charge = 0

Which of them is most stable, and which least? Most stable: A; least stable: B.

## A
Computed, not measured: 2 unconnected molecules or ions with the total composition C5H14, with the ωB97M-V functional and the def2-TZVPD basis.

Last column: Mulliken charge in e.
Positions of all 19 atoms, in Å:
C  2.508  0.566  0.521  -0.6627
C  2.585  -0.658  -0.388  -0.7629
H  1.541  0.976  0.818  0.0912
H  3.130  0.410  1.395  0.2985
H  2.774  1.493  -0.017  0.2679
H  3.428  -1.253  -0.043  0.3069
H  2.734  -0.443  -1.441  0.2707
H  1.711  -1.294  -0.225  0.1924
C  -2.027  -0.268  0.495  -0.1088
C  -1.876  -0.991  -0.839  -1.3185
C  -1.689  1.237  0.349  -1.0297
H  -3.067  -0.352  0.794  0.2517
H  -1.328  -0.721  1.195  0.2780
H  -0.936  -0.869  -1.378  0.3349
H  -1.249  1.429  -0.627  0.2868
H  -2.510  1.944  0.493  0.3457
H  -2.695  -0.674  -1.497  0.3715
H  -1.999  -2.076  -0.775  0.3393
H  -1.035  1.545  1.170  0.2470

LUMO = 1.165 eV
SMILES string = CCC.CC
Charge = 0

## B
Computed, not measured: 2 unconnected molecules or ions with the total composition C5H14, with the ωB97M-V functional and the def2-TZVPD basis.

Last column: Mulliken charge in e.
Positions of all 19 atoms, in Å:
C  2.275  1.215  -0.718  -0.2575
C  1.370  2.164  -1.489  -1.1703
C  1.589  -0.125  -0.437  -0.9257
H  3.287  1.124  -1.144  0.3299
H  2.618  1.646  0.229  0.2554
H  0.501  2.412  -0.874  0.3014
H  1.528  -0.424  0.618  0.3002
H  0.947  1.611  -2.335  0.3197
H  1.935  3.025  -1.845  0.3393
H  0.550  -0.191  -0.765  0.1798
H  2.043  -0.981  -0.941  0.3236
C  -1.796  -1.495  0.702  -0.6832
C  -2.905  -1.360  1.723  -0.9326
H  -0.829  -1.498  1.213  0.2262
H  -1.952  -2.321  0.014  0.3131
H  -1.729  -0.621  0.044  0.2242
H  -3.895  -1.410  1.282  0.3009
H  -2.720  -0.508  2.372  0.3031
H  -2.816  -2.264  2.350  0.2525

LUMO = 1.103 eV
SMILES string = CCC.CC
Charge = 0

Which of them is most stable, and which least? Most stable: B; least stable: A.

## A
Computed, not measured: 2 unconnected molecules or ions with the total composition C5H14, with the ωB97M-V functional and the def2-TZVPD basis.

Last column: Mulliken charge in e.
Positions of all 19 atoms, in Å:
C  1.064  2.357  1.029  -1.0522
C  -0.067  1.606  1.749  -0.1329
H  1.113  3.349  1.505  0.3039
H  2.071  1.894  1.115  0.2977
H  0.884  2.447  -0.010  0.3313
H  -0.090  0.555  1.322  -0.2956
H  -0.974  2.074  1.558  0.2680
H  0.159  1.371  2.897  0.2751
C  -0.694  -1.027  -0.566  0.0759
C  -0.985  -2.454  -0.974  -1.2418
C  0.525  -0.551  -1.314  -0.8177
H  -0.509  -0.933  0.494  0.1335
H  -1.431  -0.308  -0.866  0.2934
H  -2.034  -2.695  -0.952  0.3471
H  -0.449  -2.845  -1.878  0.2713
H  0.891  0.433  -0.835  -0.0809
H  0.603  -0.581  -2.492  0.3323
H  -0.735  -3.166  -0.234  0.3775
H  1.442  -1.173  -1.164  0.3139

LUMO = 1.152 eV
SMILES string = CCC.CC
Charge = 0

## B
Computed, not measured: 2 unconnected molecules or ions with the total composition C5H14, with the ωB97M-V functional and the def2-TZVPD basis.

Last column: Mulliken charge in e.
Positions of all 19 atoms, in Å:
C  0.802  0.264  -2.041  -0.2753
C  1.770  -0.796  -1.872  -0.7910
H  1.403  1.155  -1.973  0.2272
H  0.109  0.401  -2.948  0.3367
H  0.075  0.311  -1.144  -0.3104
H  2.692  -0.250  -2.172  0.2217
H  1.676  -1.079  -0.798  0.1798
H  1.652  -1.737  -2.361  0.2970
C  -0.389  0.062  1.610  -0.1460
C  -1.425  -0.976  1.704  -1.0719
C  -0.806  1.391  0.837  -1.3290
H  -0.112  0.370  2.598  0.3483
H  0.531  -0.253  1.168  0.2419
H  -1.863  -1.226  0.678  0.2534
H  -0.067  2.055  0.819  0.3847
H  -1.170  1.045  -0.106  0.4396
H  -1.715  1.898  1.331  0.3294
H  -1.164  -1.939  2.096  0.3515
H  -1.999  -0.696  2.574  0.3123

LUMO = 1.149 eV
SMILES string = CCC.CC
Charge = 0

## C
Computed, not measured: 2 unconnected molecules or ions with the total composition C5H14, with the ωB97M-V functional and the def2-TZVPD basis.

Last column: Mulliken charge in e.
Positions of all 19 atoms, in Å:
C  -1.052  -1.629  2.509  -0.7558
C  0.434  -1.378  2.751  -0.7313
H  -1.812  -1.068  3.066  0.3152
H  -1.412  -1.171  1.473  0.0946
H  -1.330  -2.637  2.413  0.3139
H  0.762  -0.517  2.170  0.2056
H  0.689  -1.212  3.791  0.2967
H  0.964  -2.147  2.208  0.2656
C  0.169  1.265  -1.257  0.0382
C  -1.038  0.772  -2.198  -1.1080
C  1.502  1.120  -1.955  -1.1052
H  0.094  2.171  -0.569  0.3590
H  0.130  0.311  -0.540  -0.1263
H  -0.843  -0.279  -2.413  0.3259
H  1.526  1.540  -2.955  0.3202
H  -1.139  1.297  -3.094  0.3911
H  -1.901  0.917  -1.488  0.2748
H  2.241  1.756  -1.458  0.3252
H  1.930  0.133  -1.708  0.3005

LUMO = 1.001 eV
SMILES string = CCC.CC
Charge = 0

Which of them is most stable, and which least? Most stable: A; least stable: B.